No. 1
{"formula": "C3H8N3", "method": "wB97M-V/def2-TZVPD", "homo_lumo_gap_ev": 9.29, "charge": 1, "e_above_lowest_ev": 7.782, "symbols": ["C", "C", "C", "N", "N", "N", "H", "H", "H", "H", "H", "H", "H", "H"], "positions_angstrom": [[-0.78288, -0.86587, -0.33426], [0.50327, -0.79810, 0.60279], [-0.86772, 0.67449, -0.59809], [-0.60635, 1.13117, 0.78283], [0.45871, 1.01157, -0.90037], [0.69490, 0.68168, 0.42700], [-0.69488, -1.29830, -1.36173], [-1.55611, -1.40126, 0.33686], [0.43061, -1.34250, 1.52354], [1.33029, -1.37842, 0.16428], [-1.76063, 0.99890, -1.28139], [-0.70455, 2.13788, 1.02805], [0.97688, 0.35022, -1.61380], [1.89484, 1.37496, 1.16714]], "lowdin_charge": [-0.08, -0.09, -0.31, 0.07, 0.06, -0.15, 0.12, 0.15, 0.12, 0.12, 0.20, 0.16, 0.20, 0.43]}



No. 2
{"formula": "C5H15NO", "method": "wB97M-V/def2-TZVPD", "homo_lumo_gap_ev": [2.65, 9.00], "charge": -1, "spin_multiplicity": 2, "e_above_lowest_ev": 2.291, "symbols": ["C", "C", "C", "C", "N", "C", "H", "H", "H", "H", "H", "H", "H", "H", "H", "H", "H", "H", "H", "H", "H", "O"], "positions_angstrom": [[-0.61399, -2.77025, -1.13530], [-0.53604, -1.25142, -0.94968], [0.72190, -1.03788, -0.12313], [1.01501, 0.46510, -0.05538], [0.26988, 1.01722, 1.13495], [0.63153, 0.28626, 2.36370], [-0.70533, -3.17951, -0.18583], [0.21112, -3.26566, -1.67003], [-1.47761, -2.94220, -1.73942], [-0.45898, -0.69080, -1.84042], [-1.43154, -1.12847, -0.36152], [0.70332, -1.51474, 0.95964], [1.52087, -1.58255, -0.50479], [2.05926, 0.82672, 0.03379], [0.54398, 0.98753, -0.97012], [-0.75512, 0.93331, 0.95653], [1.70979, -0.05204, 2.41412], [0.62377, 0.85523, 3.22480], [-0.08781, -0.63337, 2.33641], [-0.80992, 2.54139, -0.57417], [-1.96054, 2.78530, -1.34664], [-1.11061, 3.09854, -1.15978]], "lowdin_charge": [-0.19, -0.36, -0.27, -0.26, -0.16, -0.26, 0.03, 0.07, 0.03, 0.06, 0.03, 0.11, 0.07, 0.10, 0.10, 0.02, 0.09, 0.01, 0.07, -0.13, -0.06, -0.11]}



No. 3
{"formula": "C3H10N2O2", "method": "wB97M-V/def2-TZVPD", "homo_lumo_gap_ev": 10.43, "charge": 0, "smiles": "CCNC(N)=O.O", "e_above_lowest_ev": 0.255, "symbols": ["C", "N", "C", "N", "O", "C", "H", "H", "H", "H", "H", "H", "H", "H", "H", "H", "O"], "positions_angstrom": [[-0.65995, -0.63172, 1.82533], [-0.80898, -0.38369, 0.40536], [0.08491, -0.69831, -0.57990], [1.16129, -1.46180, -0.16142], [-0.07971, -0.27535, -1.71145], [0.05483, 0.49360, 2.57260], [-0.14728, -1.58476, 1.95611], [-1.65979, -0.76629, 2.22437], [-1.47683, 0.30469, 0.09164], [1.79399, -1.67672, -0.92223], [1.66634, -1.11242, 0.64143], [1.13825, 0.42440, 2.51611], [-0.22055, 0.49928, 3.62358], [-0.28413, 1.44949, 2.18414], [0.84924, 2.15345, -1.94572], [-0.26486, 1.52459, -2.67518], [-0.01936, 2.38313, -2.29222]], "lowdin_charge": [-0.25, 0.05, -0.60, 0.15, 0.02, -0.08, 0.11, 0.11, 0.15, 0.10, 0.09, 0.06, 0.07, 0.07, 0.02, 0.01, -0.08]}



No. 4
{"formula": "C4H8N2O4", "method": "wB97M-V/def2-TZVPD", "homo_lumo_gap_ev": 10.82, "charge": 0, "smiles": "O=CNC(=O)CO.[H]/N=C/O", "e_above_lowest_ev": 2.248, "symbols": ["C", "C", "C", "C", "N", "N", "O", "O", "O", "O", "H", "H", "H", "H", "H", "H", "H", "H"], "positions_angstrom": [[2.65794, 0.06868, 0.74490], [-2.11787, -1.48032, 0.17311], [-0.91930, 1.13942, -0.96659], [-0.16795, -0.11023, -0.95202], [1.43510, 0.15126, 1.00083], [-0.86817, -1.16810, -0.21671], [3.15836, -0.02648, -0.49096], [-2.99725, -0.69074, 0.43196], [-1.44722, 1.72655, 0.21761], [0.79326, -0.48379, -1.53983], [3.53248, -0.25045, 1.54774], [-2.14212, -2.52139, 0.38938], [-0.35050, 2.01790, -1.42053], [-1.73830, 1.03768, -1.73188], [1.21638, 0.24629, 1.92901], [-0.26478, -2.01229, -0.38271], [-2.21188, 1.04590, 0.49445], [2.48480, 0.25024, -1.12219]], "lowdin_charge": [-0.34, -0.32, -0.21, -0.44, 0.13, 0.13, 0.03, 0.04, -0.09, 0.08, 0.18, 0.13, 0.15, 0.15, 0.03, 0.17, 0.12, 0.07]}



No. 5
{"formula": "C5H10O", "method": "wB97M-V/def2-TZVPD", "homo_lumo_gap_ev": 10.77, "charge": 0, "smiles": "C[C@H]1C[C@H]1C=O.[H][H]", "e_above_lowest_ev": 2.060, "symbols": ["C", "C", "C", "C", "C", "O", "H", "H", "H", "H", "H", "H", "H", "H", "H", "H"], "positions_angstrom": [[-1.61473, -0.48757, 0.27965], [-0.92721, 0.59530, -0.52067], [0.20924, 1.35849, 0.05730], [0.46105, 0.43033, -1.12246], [1.28411, -0.78785, -0.93716], [1.15900, -1.60652, -0.05100], [-2.04108, -1.25803, -0.37075], [-0.91947, -0.97664, 0.96400], [-2.43003, -0.04414, 0.86265], [-1.59270, 1.16387, -1.16844], [0.29627, 2.42434, -0.13145], [0.58968, 1.02780, 1.02067], [0.63374, 0.92245, -2.07666], [2.08859, -0.91707, -1.69156], [1.42473, -0.75439, 2.77459], [1.37880, -1.09039, 2.11131]], "lowdin_charge": [-0.06, -0.29, -0.07, -0.20, -0.23, -0.01, 0.08, 0.06, 0.08, 0.13, 0.10, 0.09, 0.13, 0.12, 0.05, 0.02]}



No. 6
{"formula": "C21H56O14P5S", "method": "wB97M-V/def2-TZVPD", "homo_lumo_gap_ev": 7.21, "charge": 1, "symbols": ["C", "P", "C", "P", "S", "C", "O", "O", "H", "H", "H", "H", "H", "H", "H", "H", "H", "H", "H", "O", "P", "O", "C", "C", "O", "C", "C", "O", "C", "C", "H", "H", "H", "H", "H", "H", "H", "H", "H", "H", "H", "H", "H", "H", "H", "O", "P", "O", "C", "C", "O", "C", "C", "O", "C", "C", "H", "H", "H", "H", "H", "H", "H", "H", "H", "H", "H", "H", "H", "H", "H", "O", "P", "O", "C", "C", "O", "C", "C", "O", "C", "C", "H", "H", "H", "H", "H", "H", "H", "H", "H", "H", "H", "H", "H", "H", "H"], "positions_angstrom": [[-0.17558, 4.35174, 0.43199], [0.21451, 3.37900, -1.08969], [0.56925, 1.60007, -0.77668], [1.69132, 4.33016, -2.31494], [3.73724, 4.47092, -1.58286], [3.86195, 3.55063, -0.04367], [4.03321, 5.84120, -1.31718], [4.66543, 3.92911, -2.52462], [-0.75485, 5.22218, 0.11201], [-0.80341, 3.78989, 1.12391], [0.72252, 4.73045, 0.92490], [1.62264, 1.32140, -0.71829], [0.10376, 1.02434, -1.57929], [0.09219, 1.25770, 0.14673], [1.69571, 3.78612, -3.61903], [1.27045, 5.66930, -2.47983], [3.14785, 3.97567, 0.66329], [3.65871, 2.50014, -0.26450], [4.88391, 3.62332, 0.32828], [-1.29130, -4.57974, 0.42542], [-1.99028, -3.29066, 0.71216], [-2.79455, -3.05041, -0.70453], [-3.56472, -4.09592, -1.29797], [-5.01740, -4.03452, -0.86197], [-0.75188, -2.23507, 0.53717], [0.59906, -2.68331, 0.66021], [1.17795, -3.00236, -0.70492], [-2.81974, -2.06090, 1.44659], [-4.08245, -2.29517, 2.07436], [-4.11352, -3.55148, 2.91745], [-3.14748, -5.07875, -1.07656], [-3.51258, -3.95331, -2.37725], [-5.11614, -4.29432, 0.19505], [-5.62110, -4.74008, -1.43403], [-5.42297, -3.03212, -1.00295], [0.66644, -3.53856, 1.33087], [1.17357, -1.87449, 1.11853], [0.51032, -3.63501, -1.28818], [2.14296, -3.50316, -0.60995], [1.32172, -2.08408, -1.27976], [-4.87034, -2.30175, 1.31768], [-4.27781, -1.43206, 2.71281], [-3.87737, -4.44172, 2.32108], [-5.10019, -3.69067, 3.35810], [-3.37849, -3.49246, 3.72174], [2.88425, 8.22379, 4.04311], [1.57911, 8.91609, 3.83725], [0.48711, 7.68424, 3.93692], [0.54665, 6.74627, 5.00807], [-0.33369, 7.16677, 6.17067], [1.61475, 9.15258, 2.22231], [2.84900, 9.10891, 1.50667], [3.07669, 7.72983, 0.92454], [0.42110, 10.08605, 3.89545], [-0.05818, 10.59228, 5.14354], [1.04200, 10.87067, 6.14483], [1.57296, 6.59201, 5.34717], [0.18535, 5.79368, 4.61338], [0.07360, 8.05275, 6.66331], [-0.39423, 6.37203, 6.91523], [-1.34161, 7.40344, 5.82854], [3.68006, 9.41181, 2.14149], [2.78204, 9.84080, 0.70032], [2.92275, 6.94758, 1.67054], [4.08507, 7.63648, 0.52375], [2.36648, 7.53936, 0.11587], [-0.80720, 9.90847, 5.55164], [-0.58207, 11.52269, 4.92086], [1.62486, 9.96706, 6.36386], [0.62172, 11.23822, 7.08050], [1.73387, 11.61938, 5.75635], [-0.35582, -9.70275, -4.14058], [0.22221, -8.32927, -4.07708], [-0.89520, -7.41685, -4.86871], [-2.27590, -7.53983, -4.55897], [-2.69279, -6.53564, -3.50133], [1.38363, -8.43291, -5.21497], [1.87342, -9.70456, -5.64613], [1.15099, -10.16372, -6.89741], [1.02859, -7.00991, -3.49410], [0.63436, -6.38693, -2.27053], [0.32724, -7.36593, -1.15799], [-2.52713, -8.55324, -4.24013], [-2.82701, -7.34105, -5.47966], [-2.24611, -6.78464, -2.53489], [-3.77752, -6.53539, -3.37626], [-2.37080, -5.52961, -3.77321], [1.79247, -10.44243, -4.84905], [2.93650, -9.58364, -5.86104], [0.06987, -10.07903, -6.79418], [1.40057, -11.20008, -7.12998], [1.43592, -9.54104, -7.74731], [-0.21256, -5.71852, -2.45719], [1.46677, -5.74985, -1.96504], [-0.47673, -8.05649, -1.44078], [0.01689, -6.83378, -0.25787], [1.20717, -7.96741, -0.92342]], "lowdin_charge": [-0.28, 0.71, -0.30, 0.76, 0.40, -0.14, -0.33, -0.32, 0.05, 0.06, 0.03, 0.03, 0.04, 0.06, 0.01, 0.01, 0.06, 0.06, 0.09, -0.23, 0.60, -0.20, -0.29, -0.07, -0.22, -0.29, -0.07, -0.19, -0.28, -0.08, 0.09, 0.11, 0.06, 0.08, 0.08, 0.11, 0.11, 0.06, 0.08, 0.07, 0.10, 0.12, 0.07, 0.09, 0.09, -0.23, 0.58, -0.21, -0.29, -0.08, -0.21, -0.28, -0.09, -0.18, -0.28, -0.08, 0.11, 0.11, 0.06, 0.08, 0.08, 0.11, 0.12, 0.07, 0.07, 0.06, 0.10, 0.12, 0.07, 0.09, 0.09, -0.23, 0.58, -0.19, -0.28, -0.09, -0.21, -0.29, -0.08, -0.18, -0.29, -0.07, 0.11, 0.12, 0.06, 0.08, 0.08, 0.10, 0.12, 0.07, 0.08, 0.07, 0.10, 0.11, 0.07, 0.07, 0.09]}